[1]
Entry from the OMol25 dataset: 9 unconnected molecules or ions with the total composition C29H59Br4NO14S6 in a non-equilibrium geometry (ωB97M-V with the def2-TZVPD basis set).

XYZ file:
```
113
Properties=species:S:1:pos:R:3:mulliken_charge:R:1
C -0.41 0.04 0.27 0.41
N 1.02 -0.26 0.39 1.32
O 1.73 0.05 -0.58 -0.64
O 1.46 -0.77 1.39 -0.52
H -0.91 -0.56 1.00 -0.31
H -0.78 -0.12 -0.74 -0.42
H -0.66 1.07 0.55 0.08
O -0.74 -2.88 -4.61 -0.86
S -0.09 -2.84 -3.33 1.34
O -0.64 -1.88 -2.39 -0.14
C -0.31 -4.40 -2.58 -0.57
C 0.99 -5.12 -2.77 -1.23
C 2.12 -4.01 -2.56 -0.42
C 1.65 -2.75 -3.32 -0.56
H -1.20 -4.85 -3.03 0.50
H -0.53 -4.24 -1.49 0.19
H 1.09 -5.97 -2.14 0.47
H 1.00 -5.54 -3.77 0.35
H 3.20 -4.16 -2.84 0.40
H 2.17 -3.88 -1.51 0.15
H 2.04 -2.80 -4.33 0.43
H 1.91 -1.83 -2.78 0.11
O 0.45 7.05 3.27 -0.71
S 0.32 6.08 2.20 1.03
O 1.57 5.51 1.76 -0.63
C -0.89 4.82 2.45 -0.08
C -2.12 5.17 1.77 -0.43
C -1.76 5.90 0.47 -0.31
C -0.53 6.80 0.76 -0.87
H -0.95 4.62 3.54 0.48
H -0.39 3.89 2.07 -0.22
H -2.78 4.35 1.53 0.24
H -2.77 5.82 2.42 0.25
H -2.52 6.54 0.10 0.45
H -1.50 5.14 -0.27 -0.16
H -0.88 7.79 1.02 0.41
H 0.19 7.00 0.02 0.45
O -1.42 1.36 -6.79 -0.72
S -1.79 1.65 -5.44 1.20
O -3.15 1.78 -5.10 -0.69
C -1.01 0.58 -4.22 0.24
C 0.37 1.21 -3.95 0.47
C 0.49 2.54 -4.74 -0.69
C -0.89 3.08 -5.06 -0.70
H -1.04 -0.43 -4.49 0.43
H -1.71 0.56 -3.37 -0.53
H 0.48 1.43 -2.91 -0.60
H 1.17 0.53 -4.31 0.07
H 1.03 2.31 -5.67 0.35
H 1.04 3.28 -4.12 0.30
H -0.94 3.77 -5.89 0.50
H -1.42 3.62 -4.26 0.24
O 5.38 -1.98 -1.31 -0.78
S 5.31 -2.61 -0.03 1.37
O 4.30 -3.66 0.14 -0.65
C 6.97 -3.12 0.44 -0.85
C 7.16 -2.52 1.82 -0.64
C 5.82 -2.05 2.44 -0.53
C 5.13 -1.39 1.23 -0.19
H 7.52 -2.72 -0.39 0.42
H 6.97 -4.19 0.32 0.38
H 7.76 -3.21 2.40 0.39
H 7.85 -1.65 1.63 0.24
H 5.93 -1.37 3.31 0.37
H 5.25 -2.94 2.86 0.29
H 5.52 -0.49 0.83 0.35
H 4.07 -1.22 1.29 -0.15
O 1.18 -3.14 3.23 -0.71
S -0.14 -2.56 3.48 1.01
O -1.11 -2.56 2.43 -0.41
C -0.75 -3.17 5.06 -0.76
C -1.23 -1.90 5.77 -0.06
C -0.13 -0.87 5.48 -0.79
C 0.12 -0.87 3.98 -0.18
H 0.09 -3.77 5.56 0.33
H -1.59 -3.85 4.93 0.40
H -2.13 -1.57 5.32 -0.29
H -1.45 -2.10 6.81 0.44
H 0.76 -1.20 6.05 0.29
H -0.32 0.18 5.72 0.43
H 1.17 -0.71 3.68 0.33
H -0.55 -0.23 3.39 0.04
O -5.36 0.39 -0.15 -0.75
S -4.25 -0.09 -0.87 0.98
O -3.06 0.70 -0.77 -0.41
C -4.02 -1.83 -0.56 -0.07
C -4.13 -2.57 -1.89 -0.75
C -3.99 -1.55 -3.09 0.22
C -4.69 -0.25 -2.59 -1.01
H -4.78 -2.17 0.11 0.27
H -3.04 -2.07 -0.12 0.06
H -3.32 -3.35 -2.00 0.09
H -5.07 -3.07 -2.01 0.41
H -4.59 -1.94 -3.95 0.51
H -2.96 -1.27 -3.39 -0.46
H -5.78 -0.38 -2.49 0.44
H -4.41 0.70 -3.09 0.36
Br -3.30 2.10 3.88 -0.21
C -4.12 0.51 2.88 -0.07
C -4.61 -0.53 3.91 -0.43
Br -5.01 -2.20 3.05 -0.15
H -3.34 0.04 2.26 -0.32
H -4.80 1.02 2.21 0.51
H -5.54 -0.23 4.30 0.47
H -3.84 -0.66 4.74 0.21
Br 0.63 3.26 -0.57 -0.16
C 2.18 2.92 0.46 -0.11
C 3.33 3.52 -0.38 -0.94
Br 5.02 3.28 0.49 -0.19
H 2.38 1.90 0.63 0.18
H 2.14 3.57 1.36 0.52
H 3.23 4.58 -0.46 0.47
H 3.41 3.09 -1.38 0.39
```

The calculation puts the orbital gap at 10.17 eV. For the LUMO energy, the calculation gives 0.0050 Ha. As for the multiplicity: 1. The value obtained for the HOMO energy is -0.3689 hartree. The calculation puts the molar mass at 1157.80 g/mol. As for the SMILES: C[N+](=O)[O-].O=S1(=O)CCCC1.O=S1(=O)CCCC1.O=S1(=O)CCCC1.O=S1(=O)CCCC1.O=S1(=O)CCCC1.O=S1(=O)CCCC1.BrCCBr.BrCCBr.

---

[2]
Entry from the OMol25 dataset: 4 unconnected molecules or ions with the total composition C29H59F2N6O12S3 in a non-equilibrium geometry (ωB97M-V with the def2-TZVPD basis set).

XYZ file:
```
111
Properties=species:S:1:pos:R:3:mulliken_charge:R:1
C 3.13 -4.88 0.48 -0.72
C 2.01 -3.97 1.26 -0.41
N 1.44 -2.83 0.39 0.45
C 2.34 -1.61 0.45 -0.75
C 1.98 -0.78 1.81 -0.50
C 0.90 0.48 1.57 0.31
C 0.28 0.83 3.04 -1.12
C -0.52 -0.33 3.85 0.59
C -0.94 0.06 5.43 -1.03
N -0.87 -1.59 3.46 -0.63
C 1.90 1.66 0.95 -0.34
C 2.76 2.48 2.08 -0.40
C 4.16 3.00 1.38 -0.99
C 5.39 1.90 1.52 0.93
C 6.73 2.32 0.61 -1.29
C 5.92 1.74 3.09 -1.05
C 1.05 2.82 0.11 -0.44
N 0.65 2.18 -1.20 -0.38
C 0.24 0.75 -0.86 -0.77
N 0.27 -0.13 -1.95 0.01
N -0.11 0.19 0.49 1.55
N -1.42 0.31 0.85 0.13
C -2.11 1.56 0.38 0.22
O -2.28 2.63 1.21 -0.45
F -2.75 1.75 -0.98 -0.16
C -2.29 -0.83 0.35 0.42
O -2.98 -1.59 1.24 -0.39
F -2.53 -1.18 -1.08 -0.22
C 1.23 -3.34 -1.01 0.24
C 2.22 -3.15 -2.30 -0.79
O 0.06 -4.01 -1.23 -0.62
H 3.72 -5.51 1.29 0.33
H 2.68 -5.63 -0.31 0.28
H 3.93 -4.19 -0.08 0.05
H 2.57 -3.48 2.19 0.35
H 1.16 -4.65 1.72 0.29
H 3.44 -2.04 0.61 0.35
H 2.39 -0.98 -0.53 0.22
H 2.97 -0.30 2.23 -0.22
H 1.64 -1.56 2.61 0.72
H -0.49 1.73 2.87 0.59
H 1.06 1.26 3.83 0.24
H 0.03 -0.15 6.09 0.26
H -1.13 1.22 5.52 0.27
H -1.85 -0.57 5.81 0.34
H -0.53 -1.69 2.49 0.14
H 2.73 1.14 0.27 0.06
H 3.05 1.75 2.96 0.31
H 2.10 3.37 2.50 0.34
H 4.50 3.98 1.94 0.35
H 4.05 3.25 0.23 0.23
H 5.08 0.82 1.14 -0.22
H 7.18 3.34 1.00 0.31
H 6.42 2.46 -0.54 0.31
H 7.57 1.50 0.67 0.35
H 5.78 0.63 3.50 0.20
H 7.08 1.95 3.10 0.39
H 5.42 2.54 3.78 0.26
H 1.81 3.71 -0.16 0.39
H 0.19 3.31 0.72 0.21
H -0.26 2.65 -1.48 0.36
H 0.79 0.16 -2.83 0.39
H -0.12 -1.09 -1.94 0.25
H 1.51 -3.16 -3.26 0.32
H 2.81 -2.14 -2.33 0.20
H 2.91 -4.11 -2.35 0.28
O -4.37 4.17 -3.79 -0.64
S -5.05 2.94 -4.16 1.18
O -5.34 2.61 -5.54 -0.61
O -6.42 2.82 -3.29 -0.18
C -7.37 3.88 -3.37 -0.18
C -8.12 3.87 -4.69 -1.10
C -4.19 1.58 -3.43 -0.89
H -6.88 4.85 -3.20 0.34
H -8.08 3.74 -2.55 0.14
H -7.44 4.09 -5.53 0.31
H -8.91 4.63 -4.70 0.41
H -8.56 2.89 -4.87 0.28
H -3.99 1.80 -2.38 0.28
H -3.25 1.45 -3.97 0.38
H -4.80 0.68 -3.53 0.40
O -9.64 4.16 2.30 -0.63
S -9.99 2.75 2.34 1.22
O -9.46 1.85 3.34 -0.61
O -9.74 2.11 0.86 -0.30
C -8.45 2.21 0.29 -0.20
C -7.46 1.27 0.95 -0.94
C -11.76 2.61 2.36 -0.92
H -8.09 3.25 0.33 0.31
H -8.54 1.95 -0.77 0.16
H -7.29 1.55 1.99 0.36
H -6.50 1.29 0.44 0.22
H -7.85 0.24 0.95 0.32
H -12.18 3.26 1.59 0.32
H -12.11 2.93 3.34 0.37
H -12.03 1.57 2.19 0.32
O 6.32 -5.00 -0.54 -0.61
S 7.24 -4.26 -1.37 1.28
O 6.79 -3.40 -2.44 -0.63
O 8.36 -5.29 -1.97 -0.31
C 7.91 -6.42 -2.71 -0.29
C 7.43 -6.03 -4.09 -0.95
C 8.32 -3.32 -0.33 -0.93
H 7.13 -6.96 -2.16 0.30
H 8.77 -7.10 -2.81 0.28
H 6.54 -5.40 -4.04 0.26
H 7.19 -6.91 -4.69 0.39
H 8.20 -5.44 -4.61 0.26
H 8.70 -3.97 0.47 0.32
H 7.74 -2.50 0.10 0.31
H 9.14 -2.92 -0.93 0.35
```

As for the total charge: +1. The calculation puts the orbital gap at 6.62 eV. For the LUMO energy, the calculation gives -0.2019 Ha. As for the multiplicity: 1. The value obtained for the HOMO energy is -0.4453 hartree. The calculation puts the molar mass at 818.02 g/mol.

---

[3]
Entry from the OMol25 dataset: 6 unconnected molecules or ions with the total composition C29H59N4O12P2 in a non-equilibrium geometry (ωB97M-V with the def2-TZVPD basis set).

XYZ file:
```
106
Properties=species:S:1:pos:R:3:mulliken_charge:R:1
C 0.71 -2.76 2.06 -1.18
P 0.86 -1.84 0.48 -0.25
O -0.65 -1.51 0.01 -0.22
N 1.54 -0.29 0.95 0.26
C 0.61 0.70 1.54 -1.46
C 0.22 1.80 0.54 0.13
C -1.29 2.00 0.43 -0.58
O -1.75 1.58 -0.87 -0.49
C 2.79 0.13 0.82 0.36
N 3.18 1.36 1.13 -0.37
C 4.48 1.47 0.82 0.24
C 5.12 2.79 1.02 -0.50
C 6.63 2.81 0.77 0.28
C 7.44 2.11 1.80 -0.87
O 7.33 3.58 1.65 -0.47
N 4.90 0.31 0.33 -0.17
O 6.15 0.05 -0.13 -0.24
N 3.87 -0.62 0.34 0.57
P 4.35 -2.17 -0.22 0.87
O 4.82 -2.05 -1.59 -0.54
O 3.35 -3.37 -0.05 -0.38
O 5.54 -2.54 0.77 -0.62
H 1.21 -2.24 2.87 0.46
H -0.33 -2.98 2.31 0.36
H 1.24 -3.69 1.88 0.33
H -1.24 -1.39 0.77 0.27
H 1.01 1.11 2.46 0.53
H -0.30 0.19 1.84 0.63
H 0.76 2.72 0.74 0.45
H 0.56 1.47 -0.44 0.03
H -1.85 1.41 1.15 0.33
H -1.59 3.03 0.59 0.19
H -2.30 0.81 -0.74 0.27
H 4.99 3.19 2.02 0.42
H 4.74 3.47 0.27 0.22
H 6.96 2.75 -0.25 0.43
H 6.94 1.88 2.73 0.32
H 8.51 2.00 1.66 0.40
H 6.67 -0.20 0.65 0.37
H 3.06 -3.62 -0.94 0.31
H 5.43 -3.45 1.08 0.33
C 7.76 -2.09 -2.89 -0.20
C 8.83 -2.11 -3.98 -0.62
C 9.44 -3.50 -3.80 -0.47
O 8.38 -4.34 -3.32 -0.44
C 7.27 -3.53 -2.93 -0.19
H 6.96 -1.37 -3.07 0.30
H 8.21 -1.88 -1.92 0.10
H 8.37 -2.03 -4.96 0.28
H 9.57 -1.31 -3.88 0.35
H 10.24 -3.49 -3.05 0.26
H 9.83 -3.91 -4.73 0.30
H 6.47 -3.66 -3.67 0.23
H 6.89 -3.88 -1.96 0.09
C -2.47 -6.10 -1.32 -0.57
C -1.88 -5.08 -2.29 -0.67
C -1.57 -3.91 -1.37 -0.19
O -1.27 -4.47 -0.09 -0.28
C -1.63 -5.86 -0.07 -0.51
H -2.41 -7.13 -1.67 0.34
H -3.51 -5.86 -1.12 0.26
H -0.95 -5.47 -2.72 0.28
H -2.54 -4.82 -3.11 0.36
H -2.44 -3.25 -1.26 0.21
H -0.73 -3.31 -1.71 0.18
H -0.71 -6.45 -0.09 0.29
H -2.17 -6.08 0.85 0.27
C -5.82 3.51 1.92 -0.78
C -6.30 2.38 2.82 -0.25
C -5.18 1.37 2.68 -0.53
O -3.97 2.12 2.45 -0.30
C -4.32 3.48 2.17 -0.29
H -6.26 4.48 2.15 0.38
H -6.03 3.28 0.88 0.31
H -6.37 2.72 3.85 0.19
H -7.27 1.98 2.53 0.20
H -5.34 0.71 1.81 0.28
H -5.05 0.74 3.56 0.31
H -4.05 4.09 3.04 0.25
H -3.74 3.83 1.31 0.23
C 1.45 1.71 -5.02 -0.62
C 0.44 2.86 -5.08 -0.56
C 0.09 3.03 -3.60 -0.33
O 1.25 2.66 -2.86 -0.36
C 2.19 2.01 -3.72 -0.16
H 2.11 1.66 -5.88 0.37
H 0.92 0.76 -4.93 0.26
H 0.93 3.77 -5.45 0.26
H -0.43 2.66 -5.70 0.34
H -0.73 2.37 -3.31 0.14
H -0.18 4.06 -3.35 0.29
H 3.03 2.70 -3.89 0.26
H 2.58 1.11 -3.24 0.09
C -11.98 2.56 3.88 -0.55
C -11.06 2.20 5.05 -0.60
C -9.98 1.38 4.35 -0.33
O -9.88 1.88 3.02 -0.36
C -10.98 2.76 2.75 -0.43
H -12.60 3.43 4.06 0.34
H -12.64 1.72 3.66 0.26
H -10.62 3.11 5.47 0.28
H -11.55 1.66 5.85 0.34
H -10.27 0.32 4.30 0.28
H -9.01 1.45 4.85 0.25
H -10.60 3.79 2.74 0.26
H -11.39 2.53 1.77 0.27
```

As for the total charge: +1. The calculation puts the orbital gap at 7.98 eV. For the LUMO energy, the calculation gives -0.1043 Ha. As for the multiplicity: 1. The value obtained for the HOMO energy is -0.3974 hartree. The calculation puts the molar mass at 717.75 g/mol.

---

[4]
Entry from the OMol25 dataset: a molecular structure, C29H59N4O6SSiTi in a non-equilibrium geometry (ωB97M-V with the def2-TZVPD basis set).

XYZ file:
```
101
Properties=species:S:1:pos:R:3:mulliken_charge:R:1
Ti 0.72 0.80 -0.41 -0.16
N -4.35 2.42 0.23 0.03
C -2.89 2.23 -0.19 0.80
C -2.24 3.64 -0.20 -1.58
C -0.94 3.66 -0.98 0.17
N 0.15 2.91 -0.24 -0.62
C -1.12 3.14 -2.42 -1.35
C -1.69 1.71 -2.49 -0.12
N -0.55 0.75 -2.26 -0.48
C -2.94 1.55 -1.57 -0.83
H -4.42 2.74 1.22 0.45
H -4.80 1.49 0.18 0.19
H -4.79 3.09 -0.40 0.45
H -2.43 1.59 0.57 -0.42
H -2.11 4.08 0.83 0.41
H -2.93 4.39 -0.70 0.48
H -0.56 4.70 -1.01 0.41
H 0.04 3.13 0.78 0.38
H 1.06 3.36 -0.47 0.17
H -0.17 3.16 -2.95 0.47
H -1.76 3.85 -2.96 0.55
H -2.06 1.53 -3.52 0.45
H 0.20 1.05 -2.94 0.25
H -0.82 -0.21 -2.53 0.15
H -3.20 0.46 -1.46 0.01
H -3.75 1.96 -2.18 0.74
N 3.69 -2.10 -0.33 -0.28
C 2.84 -1.04 -0.23 0.97
O 1.97 -0.77 -1.09 -0.39
C 3.11 -0.13 0.93 -1.30
C 2.23 1.10 0.92 -0.80
H 3.60 -2.87 -0.99 0.26
H 4.50 -2.14 0.24 0.21
H 4.16 0.15 0.97 0.54
H 2.90 -0.77 1.80 0.41
H 2.81 1.97 0.60 0.64
H 1.82 1.31 1.92 0.90
C -3.78 -3.53 1.73 -1.00
C -4.08 -2.03 1.50 1.63
C -4.54 -1.34 2.77 -1.64
C -5.20 -1.79 0.50 -1.65
O -2.96 -1.21 0.99 0.35
Si -1.39 -1.67 0.74 -2.76
O -0.40 -0.29 0.51 1.30
O -1.30 -2.52 -0.62 -0.05
C -1.39 -3.81 -1.37 1.48
C -1.05 -5.04 -0.51 -1.36
C -2.76 -3.91 -2.10 -1.34
C -0.24 -3.69 -2.40 -1.47
O -0.79 -2.59 1.92 0.99
C -0.26 -2.47 3.27 1.95
C 1.09 -3.18 3.20 -1.66
C -1.28 -3.11 4.21 -1.73
C -0.15 -1.00 3.61 -1.27
H -4.57 -3.92 2.36 0.55
H -2.87 -3.68 2.28 -0.02
H -3.74 -4.09 0.78 0.12
H -5.46 -1.84 3.14 0.47
H -4.78 -0.32 2.53 0.29
H -3.77 -1.35 3.53 0.33
H -6.04 -2.46 0.74 0.46
H -4.93 -1.94 -0.54 0.25
H -5.58 -0.80 0.66 0.41
H -1.59 -5.13 0.43 0.17
H 0.04 -5.02 -0.32 0.34
H -1.25 -5.89 -1.14 0.56
H -3.62 -3.89 -1.42 0.23
H -2.79 -4.84 -2.67 0.44
H -2.83 -3.07 -2.80 0.29
H 0.69 -3.35 -1.93 0.22
H -0.52 -2.99 -3.19 0.33
H -0.08 -4.66 -2.86 0.48
H 0.90 -4.25 3.18 0.37
H 1.65 -2.92 4.11 0.43
H 1.59 -2.91 2.28 0.20
H -1.35 -4.18 4.01 0.36
H -2.23 -2.64 4.15 0.25
H -0.89 -3.00 5.22 0.48
H 0.46 -0.48 2.84 -0.01
H 0.30 -0.91 4.59 0.66
H -1.17 -0.54 3.57 0.13
C 6.70 4.94 1.02 -1.41
C 6.03 4.16 -0.09 0.64
C 4.85 4.62 -0.70 -0.64
C 4.12 3.84 -1.55 -0.55
C 4.58 2.57 -1.83 0.56
C 5.81 2.13 -1.39 -0.80
C 6.53 2.93 -0.50 -0.57
S 3.49 1.41 -2.61 0.42
C 3.45 2.17 -4.29 -1.02
O 2.05 1.70 -2.07 -0.24
H 6.43 6.00 0.93 0.37
H 7.78 4.79 0.97 0.42
H 6.31 4.60 1.98 0.30
H 4.48 5.66 -0.48 0.32
H 3.18 4.20 -1.97 0.52
H 6.15 1.14 -1.71 0.48
H 7.46 2.58 -0.03 0.40
H 2.53 2.75 -4.38 0.24
H 3.44 1.35 -5.00 0.44
H 4.31 2.80 -4.43 0.42
```

As for the total charge: +3. The calculation puts the orbital gap at 7.40 eV. For the LUMO energy, the calculation gives -0.3245 Ha. As for the multiplicity: 1. The value obtained for the HOMO energy is -0.5963 hartree. The calculation puts the molar mass at 667.83 g/mol.